89
Properties=species:S:1:pos:R:3:forces:R:3 method="wB97M-V/def2-TZVPD" spin_multiplicity=1 total_charge=-2
Lu 0.348 -0.340 0.035 2.7414 -1.2072 0.8249
F 1.458 -7.391 2.407 -0.0616 0.3181 -0.1588
C 1.097 -6.350 1.613 -0.0775 -0.0204 -0.1672
C 1.226 -5.034 2.062 0.0474 -0.1306 0.0749
F 1.715 -4.812 3.299 -0.0685 -0.0191 -0.2152
C 0.855 -3.997 1.231 -0.1891 0.4793 -0.5521
F 0.991 -2.689 1.611 0.1517 -1.2148 0.3398
C 0.319 -4.206 -0.059 0.4898 -0.8736 0.6407
S -0.154 -2.882 -1.005 -0.4266 0.4391 0.0762
C 0.200 -5.550 -0.472 0.1274 0.4769 0.2470
F -0.290 -5.830 -1.696 0.0992 -0.0393 0.1961
C 0.590 -6.597 0.338 0.1197 -0.1407 0.2902
F 0.495 -7.877 -0.097 -0.0041 0.3340 0.1548
B 0.654 2.870 -2.220 -0.4780 -0.1207 0.0464
N 1.979 2.225 -1.681 0.2601 0.0490 -0.3858
C 3.194 2.620 -2.060 0.2547 0.0069 0.0286
C 4.141 1.991 -1.273 0.0962 -0.0042 -0.0366
C 3.389 1.195 -0.418 -0.1866 0.0451 0.1533
N 2.087 1.344 -0.675 -0.2645 -0.2668 0.3366
N -0.431 1.820 -2.484 0.5665 -0.1589 0.3858
C -1.754 2.185 -2.444 -0.5609 0.1512 -0.1548
C -2.679 1.462 -1.801 0.0608 0.0529 -0.0622
C -2.169 0.374 -0.900 -0.1511 -0.2079 0.0445
N -1.022 -0.320 -1.486 -1.4532 0.5804 -1.6226
H 0.284 3.642 -1.365 -0.0965 0.2590 0.1042
H 0.963 3.460 -3.234 0.2885 0.2528 -0.2474
H 3.321 3.329 -2.852 -0.0992 0.1650 -0.1703
H 5.206 2.099 -1.324 0.1862 -0.0087 0.0212
H 3.708 0.555 0.387 -0.0419 -0.1353 0.0725
H -1.992 3.103 -2.981 -0.1236 0.0197 0.0061
H -3.734 1.690 -1.845 -0.0842 0.1466 0.0907
H -2.622 -1.463 0.047 -0.1652 0.0159 -0.1746
C 0.027 0.701 -4.954 0.0262 -0.2054 0.1115
C -0.161 -0.330 -3.836 -0.1130 0.2128 -0.0399
C -1.487 -1.062 -4.048 0.3024 0.0338 0.0489
C -0.194 0.405 -2.393 -0.6202 -0.5556 -0.6638
C 1.036 -1.248 -3.777 0.2884 -0.1947 -0.1718
C 0.952 -2.634 -3.812 0.0406 0.1850 -0.2503
C 2.054 -3.430 -3.545 0.1618 -0.1036 -0.0948
C 3.278 -2.861 -3.243 -0.0219 -0.1718 -0.0515
C 3.405 -1.481 -3.276 0.1696 0.0659 -0.0097
C 2.304 -0.691 -3.549 0.0420 -0.0682 -0.1122
H -0.877 1.296 -5.058 -0.0998 0.1508 0.0042
H 0.227 0.195 -5.901 0.0216 -0.0404 -0.0904
H 0.845 1.378 -4.732 0.1255 0.1724 -0.0454
H -2.291 -0.333 -3.969 -0.1037 -0.0157 -0.0025
H -1.628 -1.809 -3.272 -0.1192 -0.0257 0.0049
H -1.530 -1.537 -5.029 0.0468 -0.0443 -0.1970
H 0.848 0.265 -2.057 0.1508 0.1691 -0.3024
H 0.005 -3.112 -3.999 -0.1531 -0.0318 0.0301
H 1.935 -4.504 -3.526 -0.0114 -0.1148 0.0230
H 4.121 -3.484 -2.974 0.0660 -0.0430 -0.0401
H 4.367 -1.021 -3.077 -0.0678 0.0498 0.0301
H 2.440 0.382 -3.568 -0.0758 0.0643 0.0833
N 1.016 0.253 2.038 0.2221 -0.1161 -0.4693
P -0.203 0.998 2.579 -1.2091 0.9263 1.1863
C -1.818 0.665 1.723 0.3160 0.5960 0.1825
C -1.563 0.958 0.375 -0.5221 0.1070 0.2966
C -3.206 -0.709 -0.509 0.3283 0.3019 0.0081
C -4.339 -0.254 0.347 -0.1086 0.0664 0.0248
C -4.208 0.055 1.653 -0.3866 -0.0355 -0.2501
C -2.979 0.242 2.342 0.6788 -0.2027 0.5414
C -0.259 2.843 2.508 0.2107 -0.3653 -0.2375
C -1.362 3.543 2.984 0.0821 -0.0885 0.0413
C -1.454 4.906 2.783 -0.0776 0.0732 0.0593
C -0.451 5.570 2.089 0.0112 0.1776 0.0025
C 0.639 4.873 1.598 0.0940 0.3202 -0.0616
C 0.735 3.510 1.809 0.0970 -0.2975 0.1783
C -0.367 0.713 4.389 0.2053 -0.1615 -0.1054
C -0.451 -0.630 4.750 -0.1602 0.0612 -0.1004
C -0.314 -1.021 6.066 -0.0183 -0.1054 0.1514
C -0.064 -0.072 7.047 0.0204 -0.0209 0.0963
C 0.058 1.262 6.695 0.0485 0.0679 0.2835
C -0.082 1.653 5.375 -0.1990 0.0518 -0.2742
H -0.772 1.703 0.172 -0.2900 0.0919 0.0162
H -3.579 -1.182 -1.421 0.1239 -0.0049 -0.0190
H -5.327 -0.268 -0.100 -0.1551 0.0100 0.0674
H -5.109 0.193 2.247 -0.1175 0.0371 -0.0315
H -2.983 0.172 3.425 0.0393 -0.0991 0.0178
H -2.142 2.998 3.498 -0.1619 -0.0005 0.0064
H -2.314 5.452 3.149 -0.0368 0.0357 0.0187
H -0.531 6.638 1.927 0.0000 0.0481 -0.0528
H 1.402 5.393 1.031 0.0058 -0.0186 -0.0110
H 1.568 2.928 1.431 0.0097 0.0330 -0.0809
H -0.598 -1.356 3.960 -0.0139 -0.1257 0.0556
H -0.376 -2.068 6.333 -0.0296 -0.0789 -0.0058
H 0.057 -0.373 8.081 -0.0017 -0.0138 0.0140
H 0.282 2.002 7.455 -0.0084 0.0081 0.0055
H 0.041 2.696 5.107 -0.0097 -0.0106 -0.0057

***

99
Properties=species:S:1:pos:R:3:forces:R:3 method="wB97M-V/def2-TZVPD" spin_multiplicity=1 smiles="O=[N+]([O-])c1ccccc1.O=[N+]([O-])c1ccccc1.O=[N+]([O-])c1ccccc1.O=[N+]([O-])c1ccccc1.O=[N+]([O-])c1ccccc1.O=[N+]([O-])c1ccccc1.CC(=O)OC(=O)CB(I)I"
O -2.999 -2.942 -1.822 1.3911 -0.8788 0.2247
N -1.939 -3.555 -1.624 -0.9357 -0.7601 -0.1714
O -1.837 -4.790 -1.600 -0.2285 1.8049 -0.0527
C -0.724 -2.764 -1.397 0.7508 0.5244 0.1685
C -0.800 -1.365 -1.378 0.0702 -0.0597 0.0213
C 0.355 -0.618 -1.137 -0.0345 -0.4044 -0.0536
C 1.574 -1.264 -0.922 0.0106 -0.0807 -0.1481
C 1.649 -2.658 -0.952 -0.4402 0.1714 -0.0572
C 0.500 -3.415 -1.189 -0.0118 0.0323 0.0398
H -1.742 -0.846 -1.543 0.1429 -0.3237 0.0813
H 0.305 0.468 -1.114 -0.0633 -0.2568 0.0042
H 2.470 -0.678 -0.730 -0.2594 -0.2697 -0.1420
H 2.602 -3.154 -0.787 -0.1988 0.0698 -0.0620
H 0.574 -4.500 -1.206 -0.2489 0.2683 -0.0320
O 1.030 1.770 1.179 1.6209 -0.4425 -0.1804
N 2.240 1.559 1.010 -0.5288 -0.6061 0.2811
O 2.783 0.452 1.129 -0.8121 1.5214 0.0956
C 3.089 2.702 0.651 0.5489 0.7047 -0.2384
C 2.523 3.980 0.543 0.0320 0.0316 -0.0037
C 3.340 5.067 0.224 0.0948 -0.4274 0.0724
C 4.706 4.876 0.012 0.1315 -0.2989 0.3475
C 5.265 3.601 0.110 -0.5278 0.0074 0.1123
C 4.459 2.507 0.430 0.0015 -0.0636 -0.0078
H 1.460 4.145 0.706 0.2451 -0.2434 0.0096
H 2.912 6.063 0.145 0.0516 -0.2420 -0.0179
H 5.340 5.728 -0.231 -0.2547 -0.6033 0.3465
H 6.330 3.460 -0.060 -0.2366 -0.0449 0.0514
H 4.910 1.520 0.506 -0.2882 0.1345 0.0339
O -4.550 0.508 4.272 1.5968 0.5323 -0.5241
N -3.420 0.866 3.909 -0.9191 1.0126 0.1678
O -3.092 2.041 3.696 -0.5188 -1.7281 0.3432
C -2.403 -0.175 3.714 0.7172 -0.7284 -0.1608
C -2.742 -1.521 3.907 0.0319 0.0341 -0.0392
C -1.777 -2.508 3.697 0.0501 0.3921 -0.0576
C -0.487 -2.152 3.301 -0.0969 0.1365 0.0162
C -0.150 -0.810 3.119 -0.3105 -0.1282 0.1171
C -1.107 0.186 3.324 -0.0913 -0.0241 0.0238
H -3.743 -1.815 4.216 0.1904 0.2915 -0.0771
H -2.032 -3.556 3.838 -0.0010 0.2382 -0.0089
H 0.260 -2.926 3.132 -0.1430 0.1614 0.0341
H 0.859 -0.540 2.813 -0.2490 0.0146 0.0054
H -0.829 1.227 3.175 -0.2549 -0.2350 0.0439
O 6.215 -1.606 0.745 -0.4036 -1.1725 -1.3540
N 5.949 -2.428 -0.144 -0.1692 1.3392 -0.1743
O 5.498 -2.133 -1.260 0.5913 -0.3706 1.5811
C 6.179 -3.848 0.147 0.1427 -0.9749 0.2323
C 6.652 -4.230 1.409 -0.0362 -0.0066 -0.0638
C 6.846 -5.585 1.688 -0.1363 0.1294 -0.3669
C 6.574 -6.546 0.713 -0.0184 0.1270 -0.0338
C 6.112 -6.161 -0.547 0.0684 0.2888 0.2888
C 5.912 -4.810 -0.837 -0.0052 0.0196 0.0548
H 6.869 -3.494 2.180 -0.1288 -0.0289 -0.3385
H 7.207 -5.892 2.668 -0.0755 0.1256 -0.2066
H 6.721 -7.601 0.937 -0.0237 0.2261 -0.0517
H 5.905 -6.916 -1.302 0.0330 0.2100 0.1283
H 5.549 -4.527 -1.822 0.0993 0.1397 0.3140
O 3.901 8.785 -1.854 1.6339 -1.0607 0.3435
N 4.961 8.172 -1.656 -1.1982 -0.2148 -0.3398
O 5.063 6.937 -1.632 -0.2009 2.1610 -0.6170
C 6.176 8.963 -1.428 0.8121 0.5421 0.1820
C 6.100 10.362 -1.409 0.0229 -0.0598 0.0155
C 7.255 11.109 -1.169 -0.0010 -0.4151 -0.0133
C 8.474 10.463 -0.954 -0.1102 -0.0826 -0.0263
C 8.549 9.070 -0.984 -0.3659 0.1706 -0.0549
C 7.400 8.312 -1.221 -0.0433 0.0591 0.0192
H 5.158 10.881 -1.575 0.1417 -0.3317 0.0277
H 7.205 12.196 -1.146 -0.0465 -0.2512 -0.0216
H 9.370 11.049 -0.761 -0.1908 -0.1278 -0.0507
H 9.502 8.574 -0.819 -0.2381 0.0583 -0.0466
H 7.474 7.227 -1.238 -0.2124 0.2729 -0.0440
O -11.270 -5.940 3.615 1.7885 -0.3350 -0.2483
N -10.060 -6.150 3.447 -0.8399 -1.0710 0.3382
O -9.517 -7.258 3.565 -0.8059 1.5899 -0.1740
C -9.211 -5.008 3.087 0.5820 0.7996 -0.2296
C -9.777 -3.730 2.979 0.0720 -0.0530 0.0069
C -8.960 -2.643 2.661 0.1349 -0.3767 0.0264
C -7.594 -2.833 2.448 -0.0451 -0.0808 0.0094
C -7.035 -4.109 2.546 -0.4263 0.0496 0.0723
C -7.841 -5.203 2.867 -0.0521 0.0248 0.0179
H -10.840 -3.565 3.142 0.2547 -0.2639 0.0075
H -9.388 -1.646 2.581 0.0558 -0.2434 0.0219
H -6.960 -1.982 2.205 -0.1322 -0.1586 0.0486
H -5.970 -4.249 2.376 -0.2294 -0.0269 0.0304
H -7.390 -6.190 2.942 -0.3253 0.1754 0.0362
C -3.479 -0.761 -4.526 -0.2579 0.6438 0.5806
C -4.715 0.243 -5.020 -1.0463 -1.5516 -6.8884
O -5.042 0.175 -6.327 1.7350 0.8553 8.6308
O -5.453 1.129 -4.105 -1.1923 -3.6819 -0.8773
C -6.757 0.572 -3.714 -3.2647 2.5324 6.1137
O -7.276 1.020 -2.537 3.8493 -2.7787 -7.9497
C -7.673 -0.483 -4.570 -0.3216 0.6513 -0.7163
B -7.364 -2.085 -4.224 0.1294 0.6826 -0.2046
I -7.114 -2.670 -2.114 -0.1281 0.2343 -1.5163
I -7.203 -3.526 -5.926 -0.1490 1.0338 1.3946
H -2.623 -0.745 -5.353 -2.1025 0.1670 1.8674
H -3.089 -0.406 -3.470 -0.7340 -0.7360 -2.2776
H -3.855 -1.882 -4.407 0.4742 2.5602 -0.3315
H -7.682 -0.263 -5.740 0.4583 -0.4503 2.6077
H -8.801 -0.304 -4.222 2.5527 -0.1987 -0.3866

***

no.,E_HOMO (eV),DFT total energy (a.u.)
1,-0.78,-4318.32811
2,-9.58,-3621.98309